No. 1
This record from the Open Molecules 2025 dataset describes an isolated molecule of C16H16N4O at a distorted geometry. The level of theory is wB97M-V/def2-TZVPD.

The geometry in XYZ format:
```
37
Properties=species:S:1:pos:R:3:forces:R:3:lowdin_charge:R:1
N 0.313 -1.413 -0.596 -1.2 1.0 -0.5 0.169
N -1.037 -0.929 -2.575 -0.6 -0.3 3.1 0.216
N -2.290 1.124 -0.679 2.1 -2.0 -2.4 0.215
O 4.053 -1.877 4.892 -1.1 1.7 -0.4 -0.108
C -0.781 -0.857 -1.230 3.6 -1.3 1.6 -0.312
C -1.956 -0.081 -2.838 0.1 3.4 -1.5 -0.213
C -2.409 1.117 -1.993 0.1 -2.1 1.6 -0.192
C 0.401 -0.815 0.665 -3.3 0.4 -2.8 -0.209
C -0.697 0.051 0.737 2.5 -1.3 1.9 -0.048
C 3.458 -2.063 2.537 -0.1 -0.2 -0.5 0.002
C 1.908 -0.964 4.011 3.5 -1.2 2.7 -0.036
C 2.525 -1.774 1.478 0.9 -0.1 0.8 0.006
C 1.048 -0.754 3.037 -1.9 1.3 -1.5 -0.059
C 3.178 -1.635 3.808 -1.2 0.8 0.9 -0.258
C 1.340 -1.082 1.718 1.4 -1.5 -0.3 -0.196
N -1.401 0.035 -0.371 -1.4 1.1 -0.9 -0.031
C 4.212 -0.707 5.804 -2.6 -0.1 -1.4 -0.040
C -2.176 0.018 -4.297 -2.2 -0.1 -2.1 -0.154
C -2.998 2.300 -2.635 -1.0 1.8 -0.4 -0.134
C -2.983 1.223 -4.883 -0.8 -0.1 0.1 -0.193
C -2.482 2.428 -4.130 -1.8 0.2 1.7 -0.202
H -0.927 0.619 1.563 -0.8 1.5 1.3 0.094
H 4.393 -2.640 2.420 -0.6 0.4 -0.4 0.123
H 1.735 -0.655 5.033 -0.5 0.0 0.0 0.105
H 2.778 -2.059 0.462 -0.1 -0.1 0.1 0.109
H 0.121 -0.218 3.234 0.1 -0.3 0.2 0.116
H 4.038 -1.022 6.818 0.4 -0.3 0.3 0.080
H 5.149 -0.291 5.593 1.6 0.4 0.1 0.062
H 3.465 0.144 5.612 0.9 -1.4 0.0 0.100
H -1.196 -0.082 -4.770 -0.3 0.0 -0.1 0.125
H -2.823 -0.817 -4.578 0.6 -0.6 -0.1 0.116
H -4.125 2.195 -2.539 1.1 0.3 -0.6 0.138
H -2.723 3.225 -2.026 -0.3 -1.3 -0.7 0.137
H -4.143 1.085 -4.663 2.3 0.3 -0.7 0.147
H -2.822 1.348 -6.002 -0.3 -0.5 1.4 0.125
H -2.713 3.387 -4.559 -0.6 0.4 -0.1 0.102
H -1.431 2.436 -4.058 1.5 -0.2 -0.1 0.099
```
Positions in Å, forces in eV/Å.

Output
**SMILES**: COc1ccc(-c2cn3nc4c(nc3n2)CCCC4)cc1
**Kohn-Sham gap**: 7.128 eV
**Largest force on an atom**: 0.089 Eh/bohr
**Net charge**: 0
**Lowest unoccupied orbital energy**: -0.469 eV

No. 2
This record from the Open Molecules 2025 dataset describes an isolated molecule of C5H5BrO2 at a distorted geometry. The level of theory is wB97M-V/def2-TZVPD.

The geometry in XYZ format:
```
13
Properties=species:S:1:pos:R:3:forces:R:3:lowdin_spin:R:1
C 0.300 -0.167 1.299 -1.2 -4.5 -6.0 0.567
C 0.317 1.142 1.508 0.5 9.3 3.9 0.591
C -0.509 1.114 -0.571 0.8 -1.3 1.2 0.062
C -0.249 -0.355 -0.070 1.2 2.2 -1.1 0.097
C 0.425 -1.160 -1.196 -1.7 1.5 -1.4 0.022
O -0.997 1.597 -1.540 0.1 -0.3 -0.4 0.111
O -0.069 1.911 0.472 0.3 -0.4 0.9 0.165
Br -2.132 -0.976 0.216 -1.9 -1.0 0.5 0.331
H 0.538 -0.943 1.903 0.8 -2.0 1.8 0.025
H 0.618 1.757 2.434 -0.5 -1.3 -1.8 0.022
H -0.319 -1.698 -1.849 0.8 0.3 0.9 0.005
H 1.108 -1.764 -0.718 1.5 -1.9 0.5 0.002
H 0.970 -0.460 -1.889 -0.4 -0.6 0.8 0.001
```
Positions in Å, forces in eV/Å.

Output
**Expectation value of S²**: 2.01
**2S+1**: 3
**Kohn-Sham gap (spin up / spin down)**: 6.517 / 6.911 eV
**Largest force on an atom**: 0.196 Eh/bohr
**Net charge**: 0
**Lowest unoccupied orbital energy (spin up / spin down)**: 0.707 / -3.211 eV

No. 3
This record from the Open Molecules 2025 dataset describes a 2-piece molecular cluster, C10H16 overall at a distorted geometry. The level of theory is wB97M-V/def2-TZVPD.

The geometry in XYZ format:
```
26
Properties=species:S:1:pos:R:3:forces:R:3:lowdin_charge:R:1
C 2.485 -0.824 -0.781 0.0 0.0 -0.2 -0.316
C 2.896 -0.633 -2.244 1.0 0.3 -0.1 -0.126
C 2.276 0.506 -0.069 -0.1 -0.2 0.6 -0.129
H 1.598 -1.453 -0.766 -0.3 0.2 0.2 0.086
H 3.226 -1.389 -0.209 0.1 0.0 -0.2 0.098
H 2.619 0.364 -2.595 -0.4 -0.1 -0.1 0.063
H 1.580 1.182 -0.562 0.0 -0.1 -0.2 0.061
H 2.513 -1.394 -2.918 -0.2 0.0 0.0 0.061
H 3.988 -0.629 -2.391 -0.2 -0.2 0.3 0.069
H 1.893 0.348 0.941 -0.1 0.0 0.0 0.064
H 3.230 1.014 0.055 0.1 0.2 -0.1 0.070
C -2.247 1.100 -1.231 -0.7 -0.1 0.3 -0.049
C -1.542 -1.472 1.523 0.1 0.1 -0.1 -0.088
C -1.411 -0.651 2.631 -0.4 0.1 -0.3 -0.096
C -1.880 -0.910 0.302 0.0 0.0 -1.2 -0.068
C -2.128 0.439 0.116 0.3 0.8 1.1 -0.288
C -1.776 0.681 2.493 0.1 0.3 0.4 -0.096
C -2.112 1.232 1.269 0.1 -0.3 -0.2 -0.057
H -1.372 -2.535 1.595 0.2 -0.1 0.0 0.100
H -1.038 -1.036 3.566 -0.2 -0.1 0.2 0.098
H -1.873 -1.451 -0.638 0.0 -0.7 0.3 0.110
H -1.788 1.327 3.357 0.2 0.1 0.1 0.098
H -2.717 2.076 -1.121 0.0 0.1 0.0 0.072
H -2.895 0.531 -1.907 0.5 0.0 -0.1 0.082
H -2.274 2.299 1.211 -0.2 0.1 -0.1 0.106
H -1.252 1.280 -1.628 0.0 -0.2 -0.4 0.076
```
Positions in Å, forces in eV/Å.

Output
**SMILES**: Cc1ccccc1.CCC
**Kohn-Sham gap**: 10.075 eV
**Largest force on an atom**: 0.027 Eh/bohr
**Net charge**: 0
**Lowest unoccupied orbital energy**: 0.993 eV

No. 4
This record from the Open Molecules 2025 dataset describes C4H5MnO2 as an isolated structure at a distorted geometry. The level of theory is wB97M-V/def2-TZVPD.

The geometry in XYZ format:
```
12
Properties=species:S:1:pos:R:3:forces:R:3:lowdin_spin:R:1
O -3.009 0.763 0.489 -1.7 -1.7 2.3 0.003
C -2.663 -0.259 -0.346 2.3 -0.9 -1.8 0.017
C -1.497 -0.937 -0.209 -1.1 0.3 -0.6 -0.001
C -0.555 -0.807 0.879 0.9 -0.4 0.5 0.031
C 0.623 -1.492 0.896 -1.7 0.1 -1.4 0.026
O 1.518 -1.486 1.843 0.4 -0.1 -0.6 0.269
Mn 1.761 -1.167 3.609 0.3 0.3 1.5 5.643
H -3.271 -0.387 -1.248 0.0 0.0 0.4 0.001
H -3.461 0.168 1.177 0.6 2.2 -0.7 0.001
H -1.253 -1.638 -1.012 -0.1 0.1 0.3 0.000
H -0.812 -0.171 1.731 0.1 -0.1 -0.3 0.007
H 0.858 -2.132 0.027 0.0 0.2 0.3 0.002
```
Positions in Å, forces in eV/Å.

Output
**Expectation value of S²**: 12.00
**2S+1**: 7
**Kohn-Sham gap (spin up / spin down)**: 7.522 / 7.193 eV
**Largest force on an atom**: 0.065 Eh/bohr
**Net charge**: 0
**Lowest unoccupied orbital energy (spin up / spin down)**: 0.113 / -0.317 eV

The records above yield electronic energy values of -24856.3025; -79398.6296; -10629.3443; -39640.8654 eV, respectively.
The records above yield energy relative to the best compared isomer or geometry (same formula, charge and spin) values of 117.0; 0.0; 9.2; 0.0 kcal/mol, respectively.